Computed, not measured: a molecular structure, C20H16BF3O2 at a distorted geometry, with ωB97M-V/def2-TZVPD.

Cartesian coordinates (Å):
C (-5.363, -1.025, -0.336)
C (-4.306, -1.989, -0.092)
C (-4.289, -3.343, -0.139)
C (-3.050, -3.770, 0.399)
C (-2.351, -2.628, 0.757)
B (-0.359, -0.014, -3.029)
F (-1.270, -0.926, -3.536)
F (-0.712, 1.061, -2.288)
F (-1.143, -2.500, 1.379)
O (-3.111, -1.565, 0.563)
H (-6.394, -1.467, -0.398)
H (-5.437, -0.278, 0.483)
H (-5.301, -0.399, -1.257)
H (-5.115, -3.984, -0.402)
H (-2.547, -4.723, 0.320)
C (3.118, 3.043, 4.279)
C (2.549, 1.758, 4.346)
C (1.951, 1.198, 3.217)
C (1.899, 1.849, 1.964)
C (1.469, 1.003, 0.815)
O (1.993, 1.383, -0.398)
C (1.814, 0.648, -1.564)
C (1.242, -0.665, -1.470)
C (1.172, -1.217, -2.807)
C (1.453, -0.505, -4.014)
C (1.992, 0.739, -3.948)
C (2.041, 1.376, -2.720)
C (0.564, -1.053, -0.221)
C (0.751, -0.187, 0.840)
C (2.405, 3.173, 1.944)
C (3.023, 3.751, 3.066)
H (3.646, 3.471, 5.163)
H (2.587, 1.195, 5.290)
H (1.541, 0.199, 3.284)
H (0.982, -2.272, -2.909)
H (1.399, -1.018, -4.957)
H (2.371, 1.235, -4.817)
H (2.280, 2.409, -2.691)
H (0.413, -2.105, -0.044)
H (0.318, -0.404, 1.835)
H (2.324, 3.777, 1.051)
H (3.454, 4.768, 3.042)

Calculated values
Kohn-Sham gap	5.743	eV
largest force on an atom	5.00	eV/A
E_LUMO	0.007	eV
HOMO	-0.2108	Ha
E	-1246.55425	Eh
relative energy (zero: lowest compared OMol25 entry of this formula, charge and spin)	0.0	kJ/mol